This record from the OMol25 dataset describes C27H44F30N8O22S10 as an isolated structure at a distorted geometry. The level of theory is ωB97M-V/def2-TZVPD.

XYZ file:
```
141
Properties=species:S:1:pos:R:3:forces:R:3
S -1.01132 -8.46566 2.25585 -2.1 1.0 2.6
C 4.47064 3.20211 2.19956 1.8 0.6 0.1
C -4.13456 -0.64648 2.85182 0.2 -1.9 -1.3
C -3.13104 -1.80436 3.20505 -0.4 0.5 1.3
H -1.62443 2.17534 3.38348 -0.3 -0.3 -0.2
C 1.19761 -2.14834 -2.11565 0.4 0.0 0.2
C 6.68760 3.79043 7.03653 -0.6 -0.7 -4.1
H -0.19035 0.81878 4.74103 0.5 -0.6 -0.4
O 2.45989 2.11129 -6.61227 0.0 -2.6 3.0
O -2.88119 4.80035 -0.70544 -0.7 -0.6 0.8
F 3.21867 3.49413 -4.17029 -1.0 -0.7 0.4
F 2.38428 1.97728 -2.75810 1.5 0.1 -1.4
C 3.83768 -2.53112 -5.84514 -1.0 1.5 -1.0
H -5.93414 -1.46914 0.99536 0.0 -0.5 0.1
H 2.45390 3.22587 6.13843 0.2 0.9 -0.3
F 0.38306 -4.01419 -6.40040 -0.9 -0.6 -0.8
C -4.27389 -0.91273 -3.88160 1.9 -2.2 0.7
O 1.04951 -6.47532 3.00036 -1.1 0.7 -1.4
C -1.73853 -1.53435 2.68335 0.2 -0.6 -0.8
H -5.16805 -0.92048 3.06378 0.0 0.0 0.2
H -6.85430 2.55314 0.15144 -0.5 0.4 -0.3
H -2.71206 -0.23717 -0.31021 -0.2 0.2 0.0
H 2.47584 0.93718 4.45068 -0.3 -0.6 0.1
H -4.95075 -1.59645 -0.45678 0.5 0.4 0.1
O 6.60980 1.07012 6.36551 0.0 3.6 -1.7
H -3.49000 -2.82786 3.09691 -0.1 0.0 -1.3
N -4.14171 -0.44028 1.27866 1.9 0.0 -0.9
F -0.48748 8.89154 -2.72961 0.0 -0.2 -0.2
H 2.22327 1.23970 -0.39005 0.2 0.5 0.1
S 3.21994 -0.69114 -6.38853 2.9 -3.2 -7.1
F 4.72383 3.59144 0.94278 0.1 -1.4 0.3
N -1.69907 -2.39512 -4.41208 -1.6 1.4 3.3
F -2.42225 9.77919 -2.81590 -0.5 -0.4 -0.5
H 0.33848 -0.36813 -2.88525 -0.6 0.3 0.5
O -1.97383 -4.89305 -4.82227 1.6 -0.7 0.8
H -3.02951 -1.91560 4.28459 -0.2 0.9 0.5
H -5.46300 3.56417 -0.32525 -0.1 0.0 -0.1
C -4.92127 -1.64248 0.63185 0.5 1.4 0.5
F 7.81549 3.60306 7.59949 1.5 -0.1 2.3
H -6.41205 2.79300 -1.62288 -0.2 0.1 0.3
H 3.66532 2.68571 5.05739 1.9 -0.4 0.7
O -0.89462 -5.08662 3.34499 -0.6 1.4 0.1
C 0.45386 1.69800 4.74778 -0.5 1.1 0.5
O 6.78854 4.38822 3.37649 -1.6 -2.0 -1.3
H -0.92483 3.02948 1.99503 0.6 -0.2 0.0
H -1.40725 -0.53398 2.96196 0.1 0.1 0.6
O -0.63784 -8.59408 3.69134 0.1 0.7 -3.0
O -2.43163 -1.82187 -2.04740 0.0 0.2 -0.5
H -1.03321 -2.27886 3.05258 -0.1 0.0 0.1
O -3.31265 -3.39365 -6.01240 -0.6 1.1 -0.7
H 3.03260 -2.87579 -3.08721 -0.1 0.4 0.0
S 6.80367 2.37762 5.64339 0.6 -1.2 0.1
S -2.98422 -2.34236 -3.28826 -1.3 -1.1 0.8
O 4.42720 0.06267 -6.70917 -0.6 -1.1 0.7
C 3.08950 2.17638 -3.93218 -0.1 0.5 -0.8
O -2.26117 -9.16703 2.00091 1.3 0.7 -1.0
H 2.12212 -1.88634 -0.25316 0.7 0.0 0.0
H 0.27893 -2.50379 -1.64897 0.0 -0.3 -0.1
S -2.19640 4.83747 -1.96071 -0.7 -6.6 -2.3
C -6.07068 2.69947 -0.59195 1.4 -1.3 0.8
H 2.04337 1.39316 7.45120 -0.1 0.3 -0.1
F -0.21377 -9.81860 0.16134 0.7 -0.1 0.2
S 2.09651 1.33537 -5.38957 -2.0 3.0 -0.5
H -4.26146 1.39737 -1.01091 -0.2 0.6 -0.5
F 4.28393 -3.14243 -6.97043 0.2 0.5 1.4
O -2.20495 7.83810 -0.43173 0.9 -0.8 -2.2
S -2.06663 -3.56842 -5.33251 -1.1 -2.9 -3.8
C 1.90766 1.41862 5.24661 -0.2 1.0 -1.3
O 0.68207 1.50422 -5.02873 2.0 -1.0 0.2
O -3.83642 7.14945 -2.05769 2.5 -0.6 -0.8
O 0.38804 2.43243 3.51665 2.2 -0.9 0.4
O 8.10805 2.64430 4.98911 -2.8 -0.7 1.9
C -4.81517 0.90146 0.93457 -2.1 -0.4 1.4
N 0.68371 -1.24341 -3.25238 0.9 -1.2 1.3
H 0.71830 1.35075 0.52186 -0.2 -0.2 -0.1
C -0.76946 -3.41176 -6.72446 -0.4 1.7 0.3
F -1.38690 -3.86151 -7.86440 1.6 0.2 1.5
C 0.34488 -4.80140 0.90530 0.6 -1.3 1.0
F -0.42047 -2.10272 -6.90463 -0.7 -1.1 -0.1
F 4.77802 -2.45145 -4.85985 -0.8 -0.5 -1.3
F 1.10193 -5.47874 0.02286 -0.9 -0.4 -0.1
C -0.75526 3.53450 -1.89476 -3.1 0.0 2.2
H -5.67696 0.66078 1.55707 -0.9 1.0 -0.2
H 1.39467 -0.08162 6.81271 0.4 -0.2 -0.4
H 2.71831 -0.74341 -1.59557 0.6 -0.1 0.3
C -1.77469 8.63748 -3.02373 1.0 -1.3 1.3
F -0.29961 3.36075 -3.07203 1.2 -0.4 -1.1
C -5.22475 1.38197 -0.50106 1.1 -1.1 0.4
F 1.15919 -3.80665 1.26372 -0.3 0.9 0.7
O -3.83187 -3.56067 -3.14806 1.9 2.8 -0.5
H 2.62868 -3.99960 -1.90193 -0.8 0.3 0.8
H 2.41186 3.19925 4.37680 -1.0 1.2 -0.1
F -3.95396 0.18627 -3.21834 0.1 0.5 -0.6
O 2.29523 -0.85805 -7.53636 1.6 -0.3 2.2
F 3.75186 2.06502 2.30674 0.4 0.2 -0.6
H -3.90037 0.24134 3.43921 0.2 0.3 -0.7
S -0.17874 -5.91367 2.42618 2.3 0.1 0.1
F -0.74238 -4.30416 0.32134 0.2 0.1 -0.2
H 3.14985 0.42972 6.48388 -0.1 -0.8 0.8
F 1.01056 -10.08544 2.00719 -0.3 -0.3 -0.8
H -2.41187 0.72813 1.15602 0.5 -0.3 0.2
C -0.85680 2.88426 3.07317 -1.2 0.0 0.7
F 0.16933 3.89697 -0.99587 0.2 -0.3 -0.4
F 6.68868 5.05599 6.54115 -0.8 -1.3 0.6
F 4.35425 1.74714 -3.89366 -0.9 -0.7 0.7
C 0.36554 -9.21898 1.20323 -1.3 -0.4 1.7
S -2.38555 7.26580 -1.78241 -1.3 2.9 1.9
H -4.48916 -2.60005 0.92244 -0.1 0.3 0.2
H -5.78310 0.58536 -0.99274 -0.1 -0.1 0.1
F 5.61906 3.52291 7.76927 0.1 0.6 0.6
H -1.14104 3.82591 3.54284 0.2 0.3 0.1
H -0.03921 -1.73320 -3.75993 -1.0 -0.2 -0.4
N 2.68053 2.78559 5.25816 -2.1 -2.1 -0.2
F 1.21076 -8.31894 0.83682 0.8 0.7 -1.0
O -2.88582 4.42889 -3.19034 0.3 0.3 1.8
F 2.78339 -3.25326 -5.40167 0.9 0.4 -0.2
H -0.77490 -1.49360 0.71477 0.0 0.8 0.0
F 3.71991 4.16999 2.67109 -1.2 1.0 1.2
F -5.48797 -1.26290 -3.51167 -0.6 -0.2 0.1
H -4.27841 1.67486 1.48398 0.3 -0.1 -0.2
C -2.66454 -0.26267 0.77845 -0.3 -2.0 -0.6
N 2.53588 -0.30846 -5.12794 -2.2 4.1 3.1
F -1.28916 2.29949 -1.42932 0.7 1.3 -0.5
O 6.79300 1.92460 2.68184 -0.9 1.8 0.2
N 5.44457 2.74332 4.58050 0.0 -1.9 5.9
F -1.83797 8.20567 -4.28114 -0.4 0.6 0.3
C 1.48086 0.66121 0.15975 1.5 1.4 0.7
H 1.38982 -0.96247 -3.91764 1.0 -0.1 -0.7
S 6.10523 3.07673 3.27746 2.9 1.5 -5.4
C 2.15885 -3.29576 -2.58893 -0.3 0.8 -1.2
C 1.88646 -1.24992 -1.10612 -0.7 -0.1 -0.2
H 1.67357 -3.88672 -3.36570 -0.2 -0.1 0.2
O 0.96635 -0.27647 -0.67143 -1.8 -1.4 -1.2
H -2.17628 -2.39879 0.72071 -0.4 0.0 0.2
C -1.76490 -1.49532 1.17083 -0.8 0.9 -0.2
F -4.20024 -0.83983 -5.18152 -0.1 0.9 -0.2
N -1.12253 -6.84807 1.59370 0.4 -3.6 1.3
C 2.10468 0.71715 6.59835 0.3 0.8 -0.8
H 2.02930 0.22401 0.99412 -0.1 -0.2 0.4
H -0.04006 2.28723 5.52040 0.0 0.5 0.4
N -1.28568 6.00669 -2.12489 -0.3 5.9 0.0
```
Positions in Å, forces in eV/Å.

For the HOMO energy, the calculation gives -6.05 eV. The value obtained for the largest force on an atom is 8.33 eV/A. As for the total charge: -2. For the electronic energy, the calculation gives -275545.3015 eV.

Atomic partial charges in e from the Mulliken method, atoms 1 to 8:
1. S 0.95
2. C 0.53
3. C -0.55
4. C -1.14
5. H 0.19
6. C 1.17
7. C 0.68
8. H 0.36